47
Properties=species:S:1:pos:R:3:nbo_charge:R:1 method="wB97M-V/def2-TZVPD" smiles="[H]/N=C(/N)NCCC[C@H](NC(=O)[C@@H](N)Cc1ccc(O)cc1)C(=O)O" largest_force_ev_per_a=6.7 total_charge=0 lumo_energy_ev=0.436
C 1.0126 0.1216 -0.4728 -0.1348
C -0.4169 0.7125 -0.6885 0.7029
C 2.0867 1.0912 0.1619 -0.4184
C 3.5144 0.4889 0.1365 -0.0949
C 4.3787 0.9712 -0.8315 -0.1810
C 4.0769 -0.0789 1.2769 -0.1590
C 5.7344 0.6225 -0.9244 -0.2479
C 5.4354 -0.5832 1.1470 -0.3128
C 6.1761 -0.3540 0.0097 0.2970
C -1.5688 -1.5258 -0.2675 -0.1791
C -2.4100 -2.2896 -1.0132 0.7576
C -1.9986 -1.4481 1.2450 -0.3909
C -3.4698 -1.4555 1.6031 -0.4017
C -4.3071 -0.2873 1.1093 -0.2242
C -3.8006 1.9050 -0.1646 0.5746
H 2.4409 -0.5782 -1.6727 0.3627
H 1.6712 0.7225 -2.3247 0.3533
H 0.9281 -0.8588 0.0600 0.1979
H 2.0665 2.0570 -0.3046 0.2282
H 1.9197 1.2138 1.2349 0.2130
H 3.9387 1.6222 -1.5370 0.2067
H 3.6648 -0.1447 2.3990 0.2292
H 6.3247 1.0272 -1.6791 0.2270
H 5.7635 -1.2600 1.9211 0.2142
H 7.7317 -1.3763 0.5364 0.4766
H -2.3574 0.4106 -0.9041 0.4189
H -0.5989 -1.9886 -0.2540 0.2561
H -1.5963 -0.6145 1.7135 0.2181
H -1.5012 -2.2932 1.7526 0.2243
H -3.3995 -1.4007 2.7247 0.1938
H -4.0258 -2.3239 1.4190 0.2409
H -4.2261 -0.6050 0.1070 0.1754
H -5.4148 -0.4064 1.4075 0.1996
H -3.9403 1.5393 1.8633 0.3890
H -4.4747 0.6340 -1.4145 0.3328
H -3.1376 3.8697 -0.6451 0.3905
H -2.3786 3.1294 0.3957 0.3926
H -3.3718 -2.1472 -2.5823 0.4931
N 1.5052 -0.1933 -1.8329 -0.8125
N -1.4896 -0.1570 -0.9669 -0.6132
N -4.0285 1.1513 0.9941 -0.6411
N -4.2006 1.6216 -1.3108 -0.7398
N -3.3827 3.2293 0.1753 -0.8496
O -0.6700 1.9460 -0.5387 -0.6521
O 7.5006 -0.7639 -0.1870 -0.6692
O -3.1045 -3.1881 -0.6659 -0.5915
O -2.6002 -1.7644 -2.2103 -0.6519

189
Properties=species:S:1:pos:R:3:lowdin_charge:R:1 method="wB97M-V/def2-TZVPD" largest_force_ev_per_a=9.3 total_charge=+3 lumo_energy_ev=-5.971
C -1.0561 0.4646 -4.6539 -0.0265
C -0.5321 1.4165 -5.7445 -0.2564
C 0.1925 2.5922 -5.2046 -0.2167
O 1.4773 2.3555 -4.7501 -0.1638
C 2.1211 3.4283 -4.0215 -0.0425
N 0.4634 0.5773 -6.5401 0.2228
H 1.1998 0.1460 -5.9999 0.1571
H 0.0175 -0.2017 -7.0031 0.1643
H 1.0399 1.0672 -7.2092 0.1719
H -0.2519 0.2866 -3.9399 0.0715
H -1.4857 -0.4267 -5.1111 0.0826
H -1.8806 0.8274 -4.0403 0.0724
H -1.3330 1.5519 -6.4713 0.1538
H -0.4096 3.0767 -4.4358 0.1174
H 0.2312 3.4058 -5.9290 0.1478
H 2.3278 4.3319 -4.5951 0.1013
H 3.1008 3.1347 -3.6445 0.0724
H 1.6374 3.6754 -3.0765 0.0766
C -6.2615 1.8808 0.8418 -0.0179
C -5.4732 2.2741 -0.3906 -0.2716
C -4.5765 1.0892 -0.8923 -0.1598
O -5.3152 0.1267 -1.6395 -0.1352
C -4.6405 -1.0544 -1.7274 -0.1265
N -6.3880 2.7451 -1.5125 0.2260
H -6.8142 3.6356 -1.2994 0.1697
H -5.9827 2.8127 -2.4352 0.0565
H -7.1824 2.1245 -1.5758 0.1591
H -5.6205 1.4270 1.5976 0.0868
H -6.9536 1.1073 0.5090 0.0993
H -6.8369 2.6835 1.3031 0.0952
H -4.9231 3.2142 -0.3482 0.1392
H -4.1310 0.7171 0.0303 0.1091
H -3.6928 1.4344 -1.4291 0.1023
H -4.3612 -1.3953 -0.7305 0.0718
H -3.7010 -1.0252 -2.2794 0.0871
H -5.2993 -1.8308 -2.1163 0.1059
C -0.8713 1.4740 4.6047 -0.0073
C -0.8966 0.0125 4.0573 -0.2362
C -2.1181 -0.3702 3.2281 -0.1376
O -2.0742 -1.8295 3.0415 -0.1844
C -3.1876 -2.5080 2.5173 -0.0923
N 0.3440 -0.2294 3.1836 0.2274
H 1.2789 -0.2371 3.5657 0.1616
H 0.2478 -1.0638 2.6227 0.1136
H 0.4101 0.4153 2.4090 0.0513
H -0.0956 1.6609 5.3472 0.0726
H -1.8869 1.6029 4.9790 0.0964
H -0.7219 2.2410 3.8448 0.0515
H -0.7519 -0.6877 4.8799 0.1506
H -2.2763 0.1894 2.3062 0.1025
H -2.9765 -0.0491 3.8182 0.1348
H -3.6816 -1.8845 1.7721 0.0626
H -3.9468 -2.7256 3.2685 0.0997
H -2.9450 -3.4386 2.0042 0.0994
C 3.7609 2.5282 9.0635 -0.0848
C 2.8416 3.4832 8.3413 -0.2529
C 3.0997 3.3975 6.8389 -0.1123
N 2.5835 4.6226 6.0430 -0.2219
C 2.5731 4.3378 4.5457 -0.1066
C 1.9156 5.5250 3.7705 -0.1418
C 0.4380 5.5506 4.2100 -0.1893
C 0.2171 5.8877 5.7022 -0.1276
C 1.0595 4.8534 6.4876 -0.0734
C 3.4230 5.8603 6.5294 0.0719
H 3.8391 2.7085 10.1357 0.0957
H 4.7561 2.6505 8.6360 0.0760
H 3.5975 1.4798 8.8140 0.0905
H 2.9425 4.4425 8.8489 0.1090
H 1.8169 3.1935 8.5738 0.1148
H 2.6124 2.5467 6.3628 0.1299
H 4.1648 3.4120 6.6078 0.1329
H 1.9890 3.4302 4.3939 0.1178
H 3.5918 4.3328 4.1580 0.1201
H 2.1260 5.3769 2.7113 0.0955
H 2.4050 6.4928 3.8801 0.1211
H -0.1820 4.7359 3.8359 0.0882
H -0.1112 6.2993 3.6392 0.1152
H -0.7962 5.7698 6.0861 0.1273
H 0.4035 6.9396 5.9183 0.1195
H 0.6063 3.8679 6.3807 0.1176
H 1.0831 5.0479 7.5599 0.1214
H 4.3546 5.8695 5.9635 0.1104
H 3.5165 5.8100 7.6142 0.0955
H 2.8461 6.7372 6.2355 0.0957
C 3.2107 -2.2368 -0.3861 -0.0894
C 4.5155 -1.4682 -0.2102 -0.2048
C 4.2737 0.0795 -0.3072 -0.0898
N 5.5310 1.0036 -0.3508 -0.2114
C 5.2156 2.3344 -1.1208 -0.0768
C 4.2330 3.2019 -0.3551 -0.1636
C 4.6680 3.5906 1.0901 -0.1474
C 5.0159 2.2410 1.8210 -0.1516
C 6.0560 1.4215 1.0340 -0.0987
C 6.7972 0.3485 -1.0190 0.0427
H 3.3871 -3.3094 -0.3053 0.0929
H 2.7387 -1.9957 -1.3386 0.0742
H 2.4989 -1.9886 0.4013 0.0528
H 5.0643 -1.7373 -1.1127 0.1043
H 5.0626 -1.7121 0.7005 0.1173
H 3.4750 0.3932 0.3648 0.1140
H 3.8139 0.2516 -1.2804 0.1135
H 4.8950 1.9280 -2.0800 0.1239
H 6.1697 2.8518 -1.2211 0.1366
H 3.2400 2.7546 -0.3104 0.0845
H 4.0835 4.1614 -0.8501 0.1285
H 3.9660 4.2033 1.6557 0.0896
H 5.5577 4.1974 0.9221 0.1144
H 4.0417 1.7599 1.9086 0.0936
H 5.2933 2.4514 2.8539 0.1126
H 6.1755 0.4874 1.5828 0.1318
H 7.0041 1.9589 1.0152 0.1433
H 7.6725 0.9974 -1.0487 0.1084
H 6.5529 0.0839 -2.0478 0.1100
H 7.0058 -0.4732 -0.3339 0.1007
C -1.0834 -3.7666 -4.1036 -0.0985
C -0.5615 -5.0434 -4.7510 -0.2125
C -1.7332 -6.0086 -5.1393 -0.1139
N -1.2985 -7.2526 -6.0027 -0.2284
C -2.5619 -8.1729 -6.1762 -0.0581
C -2.8716 -9.0120 -4.8766 -0.1623
C -1.6574 -9.6658 -4.2653 -0.1533
C -0.4162 -8.6725 -4.1074 -0.1102
C -0.0594 -8.0246 -5.5080 -0.0761
C -0.9620 -6.5794 -7.3801 0.0236
H -0.2513 -3.0749 -3.9719 0.0663
H -1.4812 -3.9532 -3.1061 0.0778
H -1.8843 -3.2744 -4.6553 0.0782
H 0.0500 -5.6325 -4.0675 0.1072
H 0.0435 -4.8307 -5.6324 0.0948
H -2.5625 -5.4961 -5.6268 0.1258
H -2.2471 -6.3573 -4.2435 0.1211
H -3.3768 -7.5190 -6.4870 0.1299
H -2.2700 -8.7324 -7.0650 0.1262
H -3.4331 -8.3507 -4.2167 0.1106
H -3.6161 -9.7593 -5.1510 0.1266
H -2.0233 -10.0778 -3.3248 0.1241
H -1.3118 -10.4368 -4.9540 0.1209
H -0.5396 -7.8755 -3.3741 0.0980
H 0.4024 -9.2280 -3.6498 0.1167
H 0.8468 -7.4284 -5.6155 0.1266
H 0.0781 -8.7627 -6.2983 0.1312
H -0.8674 -7.3645 -8.1303 0.1068
H -0.0660 -5.9717 -7.2540 0.0880
H -1.7489 -5.9293 -7.7623 0.1086
C -1.5433 3.3228 0.8887 -0.6178
F -2.3678 2.4819 1.5448 0.1229
F -2.1047 3.5909 -0.2652 0.1441
F -1.5364 4.4888 1.5333 0.1532
S 0.2778 2.6725 0.6138 0.7219
O 0.7648 3.1306 -0.7030 -0.3078
O 1.0922 3.1841 1.7103 -0.3188
N 0.1896 0.9248 0.6797 -0.3166
S -0.0830 0.4906 -0.7914 0.6001
O -1.1761 1.1348 -1.5217 -0.3133
O 1.1549 0.2858 -1.5887 -0.3330
C -0.5756 -1.3791 -0.4638 -0.6399
F 0.1675 -1.8868 0.4848 0.1485
F -1.8637 -1.4445 -0.1030 0.1282
F -0.3825 -2.0112 -1.6115 0.1402
C 1.3178 -4.2560 3.3761 -0.6552
F 1.5879 -5.5177 3.1223 0.1633
F 2.3221 -3.4372 2.9963 0.0887
F 0.2364 -3.9177 2.6881 0.1215
S 1.0103 -3.9648 5.2831 0.7313
O 1.2118 -2.5134 5.4523 -0.3803
O -0.3807 -4.3994 5.5810 -0.3174
N 2.2973 -4.8230 6.1113 -0.2927
S 1.6492 -6.0986 6.5520 0.5318
O 0.8858 -5.9838 7.8413 -0.3353
O 0.9796 -6.8988 5.5384 -0.3319
C 3.2327 -7.1112 6.9833 -0.6708
F 4.0690 -6.2385 7.5296 0.1180
F 3.0144 -8.1955 7.7508 0.1470
F 3.7951 -7.4329 5.8498 0.1415
C -7.3417 5.1885 -5.1930 -0.5498
F -8.1309 5.2182 -4.0489 0.0653
F -8.0540 5.5725 -6.2477 0.1803
F -6.3172 6.0312 -4.9649 0.1084
S -6.5850 3.3555 -5.1844 0.7198
O -7.6443 2.4818 -4.7289 -0.3065
O -6.1119 3.0446 -6.5491 -0.2992
N -5.3261 3.4985 -3.9680 -0.3449
S -4.0014 3.7931 -4.7359 0.5975
O -3.3734 2.6791 -5.4199 -0.3268
O -3.9639 4.9781 -5.6419 -0.3090
C -2.7485 4.1738 -3.2698 -0.6327
F -1.7371 4.9772 -3.6796 0.1291
F -3.4378 4.7763 -2.2997 0.1141
F -2.2509 3.0697 -2.7791 0.1059